1.
{"formula": "C19H24O3", "method": "ωB97M-V/def2-TZVPD", "elements": ["C", "O", "C", "C", "C", "C", "C", "O", "C", "C", "C", "H", "H", "H", "H", "H", "H", "H", "H", "H", "H", "H", "C", "C", "C", "C", "C", "C", "C", "C", "O", "C", "C", "H", "H", "H", "H", "H", "H", "H", "H", "H", "H", "H", "H", "H"], "xyz": [[3.69, -1.17, 2.51], [2.96, 0.10, 2.53], [1.60, 0.10, 2.42], [1.00, 1.38, 2.31], [-0.34, 1.50, 2.04], [-1.13, 0.35, 1.92], [-2.59, 0.54, 1.79], [-3.27, -0.55, 2.08], [-4.70, -0.54, 2.31], [-0.57, -0.93, 2.08], [0.79, -1.05, 2.38], [4.74, -0.86, 2.51], [3.47, -1.76, 3.41], [3.46, -1.74, 1.60], [1.65, 2.24, 2.48], [-0.83, 2.47, 1.91], [-3.00, 1.53, 2.04], [-4.96, -1.59, 2.46], [-4.97, 0.05, 3.19], [-5.25, -0.14, 1.44], [-1.17, -1.83, 1.98], [1.23, -2.02, 2.60], [-7.60, 2.23, -4.03], [-7.69, 2.03, -2.52], [-8.43, 3.23, -1.93], [-8.56, 0.79, -2.28], [-6.30, 1.83, -1.89], [-5.75, 2.68, -0.91], [-4.56, 2.38, -0.26], [-3.83, 1.20, -0.58], [-2.69, 0.87, -0.02], [-4.34, 0.39, -1.64], [-5.53, 0.72, -2.26], [-7.15, 1.37, -4.53], [-8.60, 2.37, -4.45], [-7.01, 3.12, -4.28], [-8.58, 3.13, -0.85], [-7.90, 4.17, -2.14], [-9.42, 3.31, -2.39], [-8.69, 0.60, -1.22], [-9.56, 0.95, -2.71], [-8.14, -0.10, -2.75], [-6.27, 3.60, -0.63], [-4.18, 3.03, 0.53], [-3.77, -0.49, -1.93], [-5.86, 0.10, -3.10]], "charge": 0, "energy_ev": -26233.055, "largest_force_ev_per_a": 2.5, "gap_ev": 8.18}

2.
{"formula": "C67H78Cl2N3O6P3SSiTi", "method": "ωB97M-V/def2-TZVPD", "elements": ["Ti", "C", "C", "C", "P", "C", "C", "C", "C", "C", "C", "C", "C", "C", "Si", "C", "C", "C", "C", "C", "C", "P", "C", "C", "C", "C", "C", "C", "C", "C", "C", "C", "C", "C", "P", "C", "C", "C", "C", "C", "C", "H", "H", "H", "H", "H", "H", "H", "H", "H", "H", "H", "H", "H", "H", "H", "H", "H", "H", "H", "H", "H", "H", "H", "H", "H", "H", "H", "H", "H", "H", "H", "H", "H", "H", "H", "H", "H", "H", "H", "H", "H", "H", "H", "H", "H", "H", "H", "H", "H", "H", "H", "H", "H", "H", "O", "S", "O", "N", "C", "C", "C", "C", "C", "C", "C", "C", "N", "C", "C", "C", "C", "C", "C", "C", "H", "H", "H", "H", "H", "H", "H", "H", "H", "H", "H", "Cl", "C", "C", "C", "C", "C", "Cl", "C", "N", "C", "C", "C", "C", "C", "C", "C", "C", "O", "O", "H", "H", "H", "H", "H", "H", "H", "H", "H", "H", "C", "O", "C", "O", "H", "H", "H"], "xyz": [[0.44, 0.32, 0.87], [1.00, -5.07, 2.75], [-0.51, -4.94, 2.63], [-1.08, -6.09, 1.81], [-1.08, -3.19, 2.17], [-2.38, -3.22, 3.53], [-1.64, -2.78, 4.80], [-3.64, -2.38, 3.40], [-2.07, -3.34, 0.59], [-3.24, -4.08, 0.71], [-4.19, -4.17, -0.30], [-3.94, -3.48, -1.48], [-2.76, -2.76, -1.61], [-1.77, -2.65, -0.62], [-0.11, -1.53, -1.10], [1.57, -1.44, -2.22], [2.00, -2.58, -2.93], [3.07, -2.57, -3.79], [3.77, -1.38, -4.00], [3.42, -0.27, -3.27], [2.34, -0.30, -2.36], [2.05, 1.06, -1.20], [3.71, 1.26, -0.36], [4.96, 1.61, -1.16], [3.62, 2.20, 0.86], [1.66, 2.56, -2.24], [2.09, 2.57, -3.70], [2.08, 3.86, -1.55], [-0.87, -1.04, -2.99], [-0.54, -1.94, -4.02], [-0.51, -1.61, -5.36], [-0.82, -0.32, -5.76], [-1.30, 0.55, -4.81], [-1.40, 0.19, -3.45], [-2.65, 1.04, -2.40], [-4.11, 0.82, -3.58], [-5.39, 0.60, -2.77], [-4.38, 1.84, -4.70], [-2.26, 2.87, -2.33], [-3.47, 3.58, -1.71], [-1.70, 3.65, -3.51], [1.24, -5.97, 3.32], [1.45, -4.21, 3.24], [1.46, -5.17, 1.77], [-0.90, -5.03, 3.65], [-0.92, -5.93, 0.74], [-2.15, -6.23, 1.96], [-0.58, -7.02, 2.09], [-2.69, -4.26, 3.66], [-1.41, -1.71, 4.74], [-0.69, -3.31, 4.93], [-2.25, -2.96, 5.69], [-3.40, -1.32, 3.42], [-4.30, -2.59, 4.25], [-4.20, -2.59, 2.49], [-3.45, -4.61, 1.64], [-5.09, -4.75, -0.16], [-4.65, -3.50, -2.30], [-2.61, -2.26, -2.55], [1.50, -3.52, -2.76], [3.37, -3.48, -4.31], [4.60, -1.33, -4.70], [3.98, 0.64, -3.41], [3.82, 0.23, 0.02], [4.82, 2.48, -1.80], [5.29, 0.78, -1.78], [5.77, 1.84, -0.47], [3.84, 3.23, 0.57], [4.36, 1.90, 1.61], [2.64, 2.21, 1.34], [0.56, 2.53, -2.23], [3.16, 2.71, -3.81], [1.59, 3.40, -4.21], [1.80, 1.65, -4.22], [3.15, 4.03, -1.69], [1.88, 3.82, -0.49], [1.55, 4.71, -1.99], [-0.26, -2.95, -3.75], [-0.21, -2.36, -6.09], [-0.75, -0.02, -6.80], [-1.66, 1.52, -5.13], [-3.86, -0.13, -4.07], [-5.71, 1.52, -2.28], [-5.24, -0.15, -2.00], [-6.21, 0.27, -3.42], [-4.63, 2.82, -4.30], [-5.24, 1.51, -5.30], [-3.54, 1.95, -5.38], [-1.48, 2.86, -1.56], [-4.35, 3.52, -2.35], [-3.25, 4.65, -1.56], [-3.72, 3.16, -0.74], [-2.44, 3.78, -4.31], [-0.82, 3.18, -3.93], [-1.41, 4.65, -3.18], [0.75, -2.94, -0.26], [2.21, -3.11, 0.34], [3.36, -2.48, -0.36], [1.79, -0.92, 1.29], [2.52, -0.78, 2.41], [3.61, -1.54, 2.85], [4.22, -1.29, 4.09], [3.81, -0.30, 4.95], [2.72, 0.52, 4.55], [2.19, 1.58, 5.31], [1.12, 2.31, 4.84], [0.59, 1.99, 3.58], [1.09, 1.02, 2.84], [2.12, 0.28, 3.31], [2.43, -4.83, -0.31], [1.42, -5.60, -0.88], [1.65, -6.91, -1.26], [2.90, -7.48, -1.07], [3.92, -6.73, -0.49], [3.68, -5.41, -0.12], [4.00, -2.32, 2.22], [5.06, -1.91, 4.38], [4.30, -0.13, 5.91], [2.62, 1.81, 6.28], [0.69, 3.12, 5.41], [-0.27, 2.51, 3.18], [0.44, -5.15, -1.01], [0.85, -7.49, -1.71], [3.08, -8.51, -1.36], [4.90, -7.16, -0.34], [4.47, -4.81, 0.31], [-4.59, 4.11, 3.02], [-4.16, 5.49, 2.05], [-5.10, 5.96, 1.16], [-4.82, 7.09, 0.40], [-3.62, 7.74, 0.59], [-2.68, 7.26, 1.49], [-1.24, 8.22, 1.70], [-2.89, 6.08, 2.22], [-2.00, 5.52, 3.10], [-0.57, 5.64, 3.03], [0.08, 6.06, 4.19], [1.45, 6.20, 4.22], [2.19, 5.92, 3.08], [1.55, 5.49, 1.93], [0.17, 5.31, 1.89], [-0.47, 4.75, 0.64], [-0.86, 3.28, 0.88], [-1.97, 3.05, 1.35], [0.06, 2.44, 0.59], [-6.03, 5.43, 1.06], [-5.55, 7.46, -0.32], [-3.38, 8.64, 0.04], [-2.29, 4.58, 3.37], [-0.53, 6.29, 5.05], [1.94, 6.53, 5.13], [3.27, 6.03, 3.08], [2.13, 5.26, 1.05], [0.24, 4.81, -0.18], [-1.37, 5.31, 0.37], [-3.83, 0.42, 1.08], [-2.47, 0.18, 0.72], [-1.53, 0.24, 1.70], [-1.86, 0.42, 2.87], [-3.90, 1.17, 1.86], [-4.30, -0.51, 1.41], [-4.31, 0.76, 0.17]], "charge": -2, "energy_ev": -182242.248, "largest_force_ev_per_a": 2.4, "gap_ev": 5.22}